Entry 1:
A single C18H24N2O4S2 molecule. Source: OMol25; level of theory: ωB97M-V/def2-TZVPD.

```
50
Properties=species:S:1:pos:R:3:mulliken_charge:R:1
C -2.7352 -2.7464 -2.1146 -1.727
C -1.9515 -2.6130 -0.8125 0.459
C -0.8087 -1.6090 -0.9714 -0.426
C -0.0272 -1.4627 0.3308 -0.207
C -0.9340 -1.0191 1.4834 -0.486
N -1.4554 0.3178 1.2857 0.261
C -1.0117 1.4003 1.9353 0.408
O -0.0801 1.3993 2.7208 -0.690
C -1.8059 2.6729 1.6268 -0.655
C -1.0952 3.5562 0.6192 -0.858
S -0.8993 2.7032 -0.9879 1.355
O -1.9400 1.7057 -1.1105 -0.687
O -0.8527 3.7067 -2.0148 -0.761
C 0.6830 1.8397 -1.0261 0.418
C 0.9845 1.2363 -2.2361 -0.906
C 2.1664 0.5354 -2.3711 -0.832
C 3.0483 0.4362 -1.3011 0.836
C 2.7505 1.0629 -0.0846 -0.398
C 1.5551 1.7708 0.0393 -0.120
N 3.6328 1.0427 0.9875 -0.175
C 4.6689 0.1844 1.2029 0.409
O 5.4281 0.3235 2.1304 -0.619
C 4.7524 -0.9759 0.2341 -0.465
S 4.5568 -0.4487 -1.4934 -0.153
C -2.0970 -2.0040 1.6351 -1.199
C -2.8691 -2.1688 0.3274 -0.716
H -2.0884 -3.0945 -2.9167 0.410
H -3.1503 -1.7833 -2.4030 0.334
H -3.5529 -3.4546 -2.0005 0.437
H -1.5252 -3.5902 -0.5554 0.312
H -0.1323 -1.9415 -1.7621 0.625
H -1.2139 -0.6409 -1.2720 -0.089
H 0.4179 -2.4240 0.5989 0.632
H 0.7793 -0.7400 0.2044 -0.588
H -0.3509 -0.9786 2.4106 0.605
H -2.0793 0.4554 0.5014 0.205
H -1.9235 3.2220 2.5640 0.450
H -2.7904 2.4113 1.2391 0.283
H -0.1044 3.8585 0.9448 0.379
H -1.6773 4.4440 0.3803 0.506
H 0.2855 1.3254 -3.0511 0.540
H 2.4242 0.0583 -3.3031 0.451
H 1.3332 2.2268 0.9905 0.158
H 3.4639 1.7145 1.7265 0.207
H 3.9645 -1.6983 0.4622 0.251
H 5.7249 -1.4568 0.3200 0.368
H -2.7674 -1.6551 2.4229 0.405
H -1.6929 -2.9706 1.9419 0.438
H -3.6610 -2.9073 0.4703 0.398
H -3.3471 -1.2266 0.0515 0.216
```

Calculated values
Kohn-Sham gap: 9.03 eV
calculated total energy: -1907.21161 a.u.
ΔE to the lowest compared entry with this formula, charge and spin: 0.0 kcal/mol
E_HOMO: -8.7 eV

---

Entry 2:
A single C18H24N2O5 molecule. Source: OMol25; level of theory: ωB97M-V/def2-TZVPD.

```
49
Properties=species:S:1:pos:R:3:mulliken_charge:R:1
C 2.3323 3.2185 4.1416 -0.823
O 2.6142 1.8767 4.4539 -0.449
C 1.9071 0.8984 3.8227 0.825
C 2.2361 -0.4135 4.1681 -0.706
C 1.5865 -1.4847 3.5955 -0.252
C 0.5828 -1.2640 2.6555 0.204
N -0.1252 -2.2987 2.0268 0.011
C 0.0674 -3.6311 2.1185 0.781
O 0.8553 -4.2002 2.8384 -0.650
C -0.8766 -4.4250 1.1867 -0.689
O -0.5974 -4.2028 -0.1990 -0.359
C -1.1388 -3.1544 -0.7935 0.933
O -1.8445 -2.3380 -0.2443 -0.681
C -0.7752 -3.0706 -2.2662 -0.968
N -1.1463 -1.7812 -2.7895 -0.193
C -0.2118 -0.7867 -2.8735 0.115
O 0.9757 -1.0157 -2.8248 -0.659
C -0.8079 0.6012 -3.0151 0.496
C -1.0492 1.1329 -1.5936 -0.502
C -1.6121 2.5496 -1.6408 -0.918
C -0.6611 3.4749 -2.3934 -0.664
C -0.4204 2.9530 -3.8066 -0.691
C 0.1382 1.5346 -3.7687 -0.987
C 0.2524 0.0408 2.3092 -0.727
C 0.9052 1.1167 2.8830 -0.555
H 3.0094 3.8121 4.7539 0.237
H 2.5195 3.4340 3.0845 0.329
H 1.2984 3.4813 4.3890 0.321
H 3.0148 -0.5692 4.8973 0.420
H 1.8511 -2.4922 3.8682 0.524
H -0.8529 -1.9780 1.3946 0.111
H -1.9175 -4.1575 1.4004 0.332
H -0.7107 -5.4899 1.3528 0.321
H 0.3079 -3.1774 -2.3772 0.368
H -1.2719 -3.8778 -2.8131 0.355
H -2.1085 -1.5132 -2.6422 0.321
H -1.7647 0.5392 -3.5445 0.398
H -0.0969 1.1355 -1.0577 0.355
H -1.7359 0.4712 -1.0590 0.233
H -1.7660 2.9173 -0.6241 0.342
H -2.5827 2.5395 -2.1429 0.363
H -1.0775 4.4835 -2.4339 0.342
H 0.2909 3.5251 -1.8606 0.327
H 0.2772 3.6081 -4.3314 0.354
H -1.3632 2.9581 -4.3598 0.336
H 1.1076 1.5252 -3.2681 0.309
H 0.2864 1.1604 -4.7836 0.401
H -0.5244 0.2193 1.5789 0.320
H 0.6228 2.1148 2.5877 0.389
```

Calculated values
Kohn-Sham gap: 8.54 eV
calculated total energy: -1186.07110 a.u.
ΔE to the lowest compared entry with this formula, charge and spin: 8.4 kcal/mol
E_HOMO: -8.0 eV

---

Entry 3:
C18H24N2OPdS3 as an isolated structure. Source: OMol25; level of theory: ωB97M-V/def2-TZVPD.

```
49
Properties=species:S:1:pos:R:3:mulliken_charge:R:1
Pd -1.5725 6.4900 13.9247 -0.371
C 1.1647 7.0228 15.5460 -1.209
N 0.6752 8.1598 14.8092 0.962
C 0.3429 9.2675 15.6662 -1.279
C -0.5672 10.3432 15.0052 -0.754
N -0.8981 11.2691 16.0256 0.750
C -2.2581 11.7522 16.0078 -1.218
C 0.2441 11.9528 16.6226 -0.657
C 1.2499 12.3849 15.7903 0.288
C 2.2646 13.2307 16.2654 -0.876
C 2.3439 13.4165 17.6415 -0.269
C 1.4479 12.8039 18.4733 -0.531
C 0.3098 12.1279 18.0032 0.162
S -0.7174 11.4763 19.2063 -0.592
C 1.3941 8.3476 13.6057 -0.178
C 2.1255 9.5028 13.4581 -0.062
C 2.7531 9.8513 12.2829 -0.561
C 2.6345 9.0255 11.1745 -0.776
C 1.9071 7.8398 11.3520 -0.488
C 1.2537 7.5288 12.5019 0.524
S 0.3042 6.0656 12.5174 -0.555
H 2.1281 7.1884 16.0345 0.350
H 1.2956 6.2243 14.7954 0.422
H 0.3951 6.5906 16.2166 0.296
H 1.1509 9.8183 16.1849 0.215
H -0.2948 8.8302 16.5002 0.337
H -1.4729 9.8412 14.6454 0.298
H -0.1093 10.7954 14.1506 0.253
H -2.5746 12.1885 15.0730 0.374
H -2.3786 12.5180 16.7041 0.451
H -2.9496 10.9505 16.3442 0.225
H 1.1337 12.1542 14.7607 0.366
H 2.8956 13.6315 15.4450 0.277
H 3.1205 14.0465 18.1224 0.261
H 1.5816 12.8553 19.5659 0.304
H 2.3034 10.1400 14.3586 0.284
H 3.2460 10.7769 12.2303 0.467
H 3.2671 9.2891 10.3694 0.351
H 1.7152 7.0114 10.5558 0.142
C -4.5001 7.7558 15.6667 -0.704
S -3.8115 6.7136 14.2126 0.747
C -4.4217 7.7872 12.8861 -1.066
O -4.7629 5.4830 14.3119 -0.740
H -3.6215 8.3504 15.9415 0.102
H -4.9264 6.9938 16.3705 0.317
H -5.2244 8.3974 15.2471 0.269
H -3.7688 8.6306 12.8596 0.367
H -5.3434 8.2991 13.0977 0.350
H -4.3907 7.2571 12.0946 0.376
```

Calculated values
Kohn-Sham gap: 5.56 eV
calculated total energy: -2207.41643 a.u.
net charge: -2
ΔE to the lowest compared entry with this formula, charge and spin: 15.7 kcal/mol
E_HOMO: -0.9 eV

---

Entry 4:
C18H24N3O2P2Re as an isolated structure. Source: OMol25; level of theory: ωB97M-V/def2-TZVPD.

```
50
Properties=species:S:1:pos:R:3:mulliken_charge:R:1
Re 0.0531 -0.1251 -0.4520 0.352
O 0.2684 -1.5010 -4.1939 -0.426
C 0.4287 -0.9417 -3.1662 0.105
N -0.3497 -1.1876 -1.9613 0.252
C -1.4093 -2.1669 -1.9676 0.067
O -1.6842 -2.8767 -2.8720 -0.435
C -2.1235 -2.1512 -0.6530 0.645
C -3.1885 -2.9963 -0.4365 -0.672
C -3.8160 -2.9691 0.8034 -0.458
C -3.3354 -2.0944 1.7706 -1.215
C -2.2618 -1.2800 1.4719 -0.371
N -1.6488 -1.2895 0.2744 0.409
C 1.4968 0.0886 -2.9324 0.715
C 2.3591 0.4290 -3.9476 -0.712
C 3.3311 1.3943 -3.6970 -0.360
C 3.3943 1.9788 -2.4371 -1.081
C 2.4941 1.5888 -1.4687 0.009
N 1.5489 0.6529 -1.6955 0.239
H -3.5009 -3.6562 -1.2360 0.588
H -4.6584 -3.6160 1.0116 0.496
H -3.7874 -2.0395 2.7518 0.507
H -1.8756 -0.5967 2.2155 0.691
H 2.2606 -0.0578 -4.9093 0.575
H 4.0268 1.6852 -4.4739 0.498
H 4.1357 2.7312 -2.2055 0.470
H 2.5184 2.0264 -0.4786 0.656
C -0.6384 3.3759 -0.4357 -1.095
P -0.9528 1.8584 0.4899 0.605
C -2.6846 1.9700 0.9701 -1.156
C 0.2060 1.8972 1.9363 -1.124
C 0.6073 0.5835 2.6577 -1.110
P 1.1929 -0.7902 1.5846 0.550
C 0.8755 -2.3932 2.3369 -1.174
C 2.9876 -0.6483 1.4437 -1.086
H -1.2582 3.3855 -1.3341 0.420
H 0.4088 3.4538 -0.7245 0.354
H -0.9051 4.2434 0.1725 0.482
H -2.8316 2.9369 1.4572 0.469
H -3.0174 1.1795 1.6365 0.337
H -3.2859 1.9492 0.0588 0.436
H -0.2751 2.5573 2.6656 0.602
H 1.0936 2.4389 1.6009 0.413
H -0.2112 0.2085 3.2738 0.455
H 1.4224 0.8116 3.3497 0.601
H 1.4270 -2.4439 3.2789 0.472
H 1.2544 -3.1715 1.6718 0.402
H -0.1805 -2.5629 2.5293 0.359
H 3.4483 -0.8511 2.4135 0.465
H 3.2736 0.3553 1.1293 0.357
H 3.3668 -1.3735 0.7219 0.423
```

Calculated values
Kohn-Sham gap (alpha / beta): 6.78 / 6.76 eV
calculated total energy: -1775.08048 a.u.
<S²>: 0.761
spin multiplicity: 2
net charge: +3
ΔE to the lowest compared entry with this formula, charge and spin: 0.0 kcal/mol
E_HOMO (alpha / beta): -18.9 / -18.8 eV

---

Entry 5:
An isolated ion of composition C18H24N3O2S and charge +1. Source: OMol25; level of theory: ωB97M-V/def2-TZVPD.

```
48
Properties=species:S:1:pos:R:3:mulliken_charge:R:1
C -2.2945 -2.6990 -1.2615 -1.100
C -0.9456 -2.6430 -0.5718 -0.350
N -0.1655 -1.4745 -1.0676 0.190
C 1.1968 -1.3842 -0.4868 0.081
S 2.3798 -2.0953 -1.3640 -0.179
N 1.3259 -0.7694 0.6864 0.200
C 2.6553 -0.7811 1.2780 -1.927
C 3.5864 0.2679 0.7131 1.010
C 4.9299 0.2588 1.0773 -0.959
C 5.7750 1.2226 0.5586 -0.318
C 5.2449 2.1660 -0.3128 -0.420
N 3.9735 2.1795 -0.6647 -0.608
C 3.1720 1.2579 -0.1664 0.074
C 0.3365 -0.0169 1.4638 -0.690
C -0.9516 0.3920 0.7970 -1.050
C -0.9647 1.2995 -0.2592 -0.275
C -2.1674 1.7129 -0.8226 -0.715
C -3.3768 1.2357 -0.3425 0.982
O -4.5900 1.5622 -0.8102 -0.440
C -4.6999 2.5336 -1.8293 -0.947
C -3.3747 0.3178 0.7477 0.369
O -4.5900 -0.0888 1.1526 -0.448
C -4.7021 -0.9133 2.2913 -0.891
C -2.1690 -0.0879 1.2941 -0.057
H -2.8483 -3.5617 -0.9034 0.396
H -2.8820 -1.8077 -1.0505 0.227
H -2.1804 -2.8023 -2.3377 0.362
H -0.3641 -3.5444 -0.7753 0.474
H -1.0654 -2.5352 0.5069 0.301
H -0.6938 -0.5876 -0.8490 -0.006
H -0.0387 -1.5841 -2.0824 0.542
H 2.5509 -0.6356 2.3563 0.515
H 3.0977 -1.7684 1.1094 0.703
H 5.3025 -0.4959 1.7546 0.441
H 6.8204 1.2400 0.8201 0.412
H 5.8601 2.9401 -0.7488 0.399
H 2.1448 1.3226 -0.5022 0.372
H 0.8495 0.8934 1.7943 0.504
H 0.1060 -0.6067 2.3592 0.400
H -0.0429 1.7251 -0.6269 0.444
H -2.1443 2.4308 -1.6250 0.507
H -5.7674 2.6548 -1.9998 0.252
H -4.2213 2.1991 -2.7545 0.368
H -4.2715 3.4897 -1.5170 0.382
H -4.2367 -1.8907 2.1275 0.327
H -4.2651 -0.4386 3.1742 0.367
H -5.7702 -1.0478 2.4475 0.251
H -2.1630 -0.7589 2.1384 0.530
```

Calculated values
Kohn-Sham gap: 8.69 eV
calculated total energy: -1412.97041 a.u.
net charge: +1
ΔE to the lowest compared entry with this formula, charge and spin: 0.0 kcal/mol
E_HOMO: -11.6 eV